# 1
ORCA calculation (ωB97M-V with the def2-TZVPD basis set) on a 2-piece molecular cluster, C21H34Cl2N3O5S overall.

The geometry in ORCA input format:
```
! wB97M-V def2-TZVPD RIJCOSX def2/J DEFGRID3
* xyz 1 1
C 1.0384 1.7876 2.1441
C -0.0154 1.1201 1.6773
C -0.5978 1.2532 0.2951
N -0.0680 0.1989 -0.6646
C -0.2596 -1.1991 -0.1696
C -1.3268 -1.5600 0.5290
C 1.3696 0.4508 -1.1222
Cl 1.5387 -0.5546 -2.5818
Cl 2.5105 -0.1788 0.0427
C 1.6336 2.0128 -1.5220
C 1.3488 2.2439 -3.0064
C 2.2290 2.7729 -3.8367
N 2.9958 2.2487 -1.2401
C 3.4869 3.3028 -0.7068
C 4.3539 3.1783 0.5113
C 3.3323 4.7001 -1.2496
O 0.8859 2.9284 -0.7280
C -0.4356 2.6236 -0.3876
O -0.7554 3.6137 0.5459
C -1.4087 2.7665 -1.5837
C -2.8595 2.7896 -1.1368
O -3.3884 3.7868 -0.7246
N -3.5077 1.5213 -1.2635
C -4.6807 1.4084 -0.3644
C -3.9186 1.3714 -2.6827
H 1.2654 2.7831 1.7850
H 1.6792 1.3254 2.8848
H -0.5427 0.4441 2.3404
H -1.6707 1.0635 0.3537
H -0.6366 0.2836 -1.5155
H 0.4788 -1.9187 -0.4867
H -1.1557 -2.3261 1.2730
H -2.3281 -1.1862 0.3417
H 0.3935 1.9307 -3.4124
H 3.2810 2.8294 -3.5932
H 1.8880 3.1594 -4.7877
H 5.3526 3.5717 0.2951
H 3.9183 3.7743 1.3136
H 4.4797 2.1326 0.7783
H 3.6642 4.7390 -2.2844
H 3.9033 5.4036 -0.6469
H 2.2877 5.0180 -1.2074
H -1.4853 3.3403 1.1116
H -1.1776 3.6916 -2.1097
H -1.2918 1.9534 -2.3012
H -4.6736 2.1806 0.3981
H -4.6295 0.4411 0.1395
H -5.6129 1.4384 -0.9252
H -4.3518 2.3023 -3.0620
H -3.0726 1.1133 -3.3199
H -4.6723 0.5944 -2.7656
C 0.1983 -7.5052 3.0819
C 0.7581 -6.2135 3.6929
C 0.8608 -5.1816 2.5624
S -0.4140 -5.6215 1.3670
O 0.2190 -6.0112 0.1343
O -1.4525 -4.6141 1.3605
C -0.9884 -7.0828 2.2218
H -0.1023 -8.2177 3.8475
H 0.9577 -7.9810 2.4585
H 0.0770 -5.8497 4.4643
H 1.7268 -6.3750 4.1619
H 0.6807 -4.1660 2.9073
H 1.8185 -5.2341 2.0480
H -1.2894 -7.8265 1.4879
H -1.8425 -6.7907 2.8322
*
```

HOMO level = -11.4 eV

# 2
ORCA calculation (ωB97M-V with the def2-TZVPD basis set) on one molecule with the formula C21H34N2O2.

The geometry in ORCA input format:
```
! wB97M-V def2-TZVPD RIJCOSX def2/J DEFGRID3
* xyz 0 1
C -6.3399 -0.1460 -2.6026
C -6.6435 0.0253 -1.1187
C -5.4265 -0.2148 -0.2239
C -4.9528 -1.6664 -0.2394
C -3.8838 -1.9800 0.8091
C -2.5530 -1.2495 0.5856
C -2.4098 -0.0002 1.4691
N -1.2002 0.7784 1.2824
C 0.0156 0.0888 1.6523
C 1.1414 1.0892 1.9491
N 1.8704 1.5087 0.7701
C 1.2845 2.2759 -0.1728
O 1.8725 2.6639 -1.1728
C -0.1689 2.6456 0.0396
H -0.3068 3.1695 0.9859
H -0.4275 3.3253 -0.7739
C -1.1047 1.4310 -0.0072
H -2.1049 1.7809 -0.2721
H -0.7610 0.7474 -0.8034
C 3.2153 0.9587 0.5639
H 3.4513 0.3924 1.4702
C 3.2454 -0.0169 -0.6274
C 4.4769 -0.8747 -0.5705
C 4.4737 -2.0585 0.1565
C 5.6120 -2.8412 0.2344
C 6.7700 -2.4453 -0.4123
C 6.7830 -1.2642 -1.1350
C 5.6437 -0.4831 -1.2143
H 5.6555 0.4440 -1.7669
H 7.6849 -0.9503 -1.6398
H 7.6590 -3.0562 -0.3528
H 5.5948 -3.7619 0.7999
H 3.5705 -2.3741 0.6616
H 2.3530 -0.6458 -0.5795
H 3.2221 0.5505 -1.5574
C 4.2964 2.0602 0.4415
O 4.5250 2.5316 -0.8482
H 3.6519 2.7667 -1.2227
H 5.2488 1.6437 0.7828
H 4.0164 2.8829 1.1207
H 1.8540 0.6311 2.6362
H 0.7052 1.9578 2.4503
H -0.1886 -0.4812 2.5614
H 0.3614 -0.6138 0.8742
H -3.2531 0.6718 1.2986
H -2.4374 -0.3041 2.5203
H -1.7265 -1.9261 0.8132
H -2.4665 -0.9662 -0.4648
H -4.2686 -1.7374 1.8025
H -3.7051 -3.0573 0.7857
H -4.5582 -1.9138 -1.2265
H -5.8131 -2.3153 -0.0554
H -4.6174 0.4411 -0.5506
H -5.6893 0.0579 0.8016
H -7.4440 -0.6601 -0.8306
H -7.0040 1.0428 -0.9484
H -7.2106 0.1181 -3.1986
H -6.0742 -1.1748 -2.8310
H -5.5147 0.4981 -2.8993
*
```

SMILES string = CCCCCCCN1CCC(=O)N([C@H](CO)Cc2ccccc2)CC1
ΔE to the lowest compared entry with this formula, charge and spin = 0.000 eV
HOMO level = -8.7 eV

# 3
ORCA calculation (ωB97M-V with the def2-TZVPD basis set) on a 2-piece molecular cluster, C21H34N2O6 overall.

The geometry in ORCA input format:
```
! wB97M-V def2-TZVPD RIJCOSX def2/J DEFGRID3
* xyz 0 1
C -3.8842 -1.2311 -2.9087
C -2.5199 -0.9340 -3.4666
O -2.2793 -0.7793 -4.6354
O -1.5910 -0.8390 -2.4992
C -0.2207 -1.0352 -2.8827
C 0.4941 -1.7388 -1.7219
C 1.4409 -0.7950 -0.9901
O 0.6701 0.2268 -0.3822
C 0.7539 0.3393 1.0315
C 1.8391 1.3558 1.3937
N 2.4284 1.2054 2.7201
C -0.6623 0.7278 1.5141
C -1.3418 -0.4091 2.2994
C -2.0700 -1.3810 1.3891
O -2.8612 -0.9896 0.5616
C -1.8354 -2.8479 1.5841
C -0.5530 -3.3878 1.5050
C -0.3558 -4.7508 1.6789
C -1.4423 -5.5701 1.9581
C -2.7219 -5.0356 2.0384
C -2.9232 -3.6750 1.8435
O -0.6031 1.9098 2.2915
C -1.8206 2.6074 2.3776
C -2.0216 3.6573 1.2602
N -1.2926 3.3343 0.0292
H -4.5572 -0.4243 -3.1941
H -3.8546 -1.3239 -1.8257
H -4.2490 -2.1602 -3.3419
H -0.1676 -1.6141 -3.8013
H 0.2284 -0.0551 -3.0481
H 1.0188 -2.6347 -2.0532
H -0.2933 -2.0088 -1.0151
H 2.0789 -1.3204 -0.2751
H 2.0899 -0.3136 -1.7293
H 1.0178 -0.6232 1.4852
H 1.4699 2.3712 1.2758
H 2.6361 1.2227 0.6581
H 3.1831 0.5376 2.7339
H 1.7489 0.9997 3.4370
H -1.2560 0.8865 0.6139
H -2.1009 0.0053 2.9658
H -0.6310 -0.9551 2.9212
H 0.2817 -2.7305 1.2922
H 0.6404 -5.1635 1.5955
H -1.2854 -6.6288 2.1150
H -3.5594 -5.6854 2.2537
H -3.9200 -3.2557 1.8814
H -2.6841 1.9356 2.4083
H -1.8049 3.1336 3.3342
H -3.0995 3.7154 1.0695
H -1.7173 4.6424 1.6091
H -1.8763 2.7883 -0.5924
H -1.0566 4.1790 -0.4726
C 3.6451 2.8077 -2.7255
C 4.7880 2.4692 -1.7989
O 4.9341 1.3555 -1.3538
C 5.7352 3.5921 -1.4511
H 3.0371 1.9222 -2.8949
H 3.0247 3.5893 -2.2841
H 4.0307 3.1697 -3.6801
H 5.1904 4.4025 -0.9644
H 6.2003 3.9838 -2.3572
H 6.5069 3.2232 -0.7801
*
```

SMILES string = CC(=O)OCCCO[C@@H](CN)[C@@H](CC(=O)c1ccccc1)OCCN.CC(C)=O
HOMO level = -8.6 eV

# 4
ORCA calculation (ωB97M-V with the def2-TZVPD basis set) on C21H34N4O3PSm as an isolated structure.

The geometry in ORCA input format:
```
! wB97M-V def2-TZVPD RIJCOSX def2/J DEFGRID3
* xyz 2 6
Sm 0.2726 -0.5109 -0.0184
C -0.6448 -1.7382 4.4318
C -0.8432 -0.8952 3.2097
O -0.4113 -1.2498 2.0938
N -1.4958 0.2570 3.3673
C -1.7863 1.1860 2.2793
C -0.6488 2.1530 2.0254
C -0.6788 3.4444 2.5223
C 0.3990 4.2843 2.2805
C 1.4643 3.8009 1.5393
C 1.4070 2.5026 1.0675
N 0.3798 1.6791 1.3080
H -0.5691 -2.7837 4.1432
H -1.4486 -1.6131 5.1545
H 0.2914 -1.4577 4.9199
H -1.7990 0.5072 4.2952
H -2.6949 1.7268 2.5306
H -1.9686 0.6066 1.3721
H -1.5358 3.7923 3.0836
H 0.3991 5.2975 2.6592
H 2.3211 4.4230 1.3221
H 2.2135 2.1026 0.4628
C 3.2319 1.1453 -3.0614
C 1.8900 0.9928 -2.4027
O 1.8335 0.1976 -1.4180
C 0.7602 1.7286 -2.8806
C 0.9184 2.6109 -3.9819
C -0.1181 3.3490 -4.4714
C -1.3821 3.2365 -3.8698
C -1.5808 2.3938 -2.8076
C -0.5374 1.6072 -2.2784
O -0.7998 0.8063 -1.2774
H 3.9581 0.5226 -2.5449
H 3.5680 2.1819 -3.0345
H 3.1864 0.8420 -4.1079
H 1.8894 2.6998 -4.4483
H 0.0278 4.0125 -5.3117
H -2.2091 3.8205 -4.2527
H -2.5542 2.2979 -2.3433
N 1.5212 -2.6945 -0.7553
C 2.8956 -2.6812 -0.1941
C 2.8776 -2.2566 1.2659
N 2.4299 -0.8477 1.3612
H 1.0635 -3.5511 -0.4570
H 1.5999 -2.7686 -1.7654
H 3.4812 -1.9569 -0.7618
H 3.3823 -3.6532 -0.2815
H 3.8774 -2.3916 1.6822
H 2.1837 -2.8801 1.8334
H 3.1501 -0.2667 0.9396
H 2.3946 -0.5757 2.3376
C -2.7836 -2.3302 -2.1054
P -2.0217 -2.1930 -0.4480
C -1.7951 -3.9647 -0.0072
C -3.4943 -1.7822 0.5704
H -3.6229 -3.0248 -2.0720
H -2.0540 -2.6875 -2.8324
H -3.1363 -1.3507 -2.4285
H -2.7653 -4.4502 0.0965
H -1.2520 -4.0648 0.9336
H -1.2419 -4.4713 -0.7996
H -4.2954 -2.4857 0.3437
H -3.8476 -0.7729 0.3557
H -3.2521 -1.8582 1.6311
*
```

ΔE to the lowest compared entry with this formula, charge and spin = 0.000 eV
HOMO level (alpha / beta) = -13.5 / -13.5 eV

# 5
ORCA calculation (ωB97M-V with the def2-TZVPD basis set) on one molecule with the formula C21H34N4OS.

The geometry in ORCA input format:
```
! wB97M-V def2-TZVPD RIJCOSX def2/J DEFGRID3
* xyz 0 1
C -8.7043 -1.6826 1.7316
H -8.2925 -1.1856 2.6061
H -9.7859 -1.7223 1.8016
H -8.3003 -2.6869 1.6362
S -8.3067 -0.7244 0.2422
C -6.4871 -0.8138 0.3421
H -6.2039 -1.8671 0.3071
H -6.1980 -0.3880 1.3049
C -5.8406 -0.0283 -0.8088
N -4.4202 0.2144 -0.6287
C -4.0905 1.2635 0.3099
C -2.6438 1.7119 0.1028
H -2.5326 2.0672 -0.9216
H -2.4365 2.5303 0.7934
C -1.6932 0.5388 0.3400
N -0.2800 0.8323 0.0911
C 0.5810 -0.0771 0.8229
C 2.0122 0.0056 0.3034
H 2.0165 -0.2439 -0.7584
H 2.6400 -0.7147 0.8340
C 2.5469 1.4300 0.4790
C 3.9371 1.5105 -0.1356
O 4.1442 1.8132 -1.2915
N 4.9332 1.1928 0.7252
H 4.7076 0.8576 1.6481
C 6.3124 1.0641 0.3008
C 6.6868 -0.3815 0.0926
N 7.6084 -0.8828 0.9023
C 7.9498 -2.1523 0.7601
C 7.3849 -2.9922 -0.1861
C 6.4133 -2.4702 -1.0276
C 6.0560 -1.1408 -0.8894
H 5.3118 -0.6861 -1.5247
H 5.9466 -3.0890 -1.7805
H 7.6956 -4.0226 -0.2630
H 8.7112 -2.5070 1.4429
H 6.9735 1.5038 1.0507
H 6.3962 1.6123 -0.6418
C 1.5802 2.3828 -0.2165
C 0.1586 2.1979 0.3086
H 0.1274 2.4720 1.3814
H -0.4942 2.8754 -0.2394
H 1.6022 2.1766 -1.2865
H 1.8943 3.4164 -0.0618
H 2.6022 1.6691 1.5472
H 0.5722 0.1506 1.9080
H 0.2141 -1.0966 0.6943
C -2.1311 -0.5904 -0.6017
C -3.5968 -0.9496 -0.3784
H -3.8826 -1.7441 -1.0681
H -3.7195 -1.3258 0.6551
H -1.9945 -0.2482 -1.6270
H -1.5178 -1.4792 -0.4537
H -1.8302 0.2069 1.3885
H -4.7575 2.1115 0.1364
H -4.2160 0.9389 1.3607
C -6.1053 -0.7145 -2.1484
H -7.1713 -0.6974 -2.3584
H -5.7757 -1.7502 -2.1373
H -5.5768 -0.1868 -2.9367
H -6.3164 0.9593 -0.8431
*
```

SMILES string = CSC[C@H](C)N1CCC(N2CCC(C(=O)NCc3ccccn3)CC2)CC1
ΔE to the lowest compared entry with this formula, charge and spin = 0.046 eV
HOMO level = -8.4 eV

# 6
ORCA calculation (ωB97M-V with the def2-TZVPD basis set) on C21H34PTl as an isolated structure.

The geometry in ORCA input format:
```
! wB97M-V def2-TZVPD RIJCOSX def2/J DEFGRID3
* xyz 2 1
C 1.2131 2.1457 -2.1591
H 2.1818 2.4676 -1.7926
H 1.3887 1.5255 -3.0396
H 1.8430 0.7640 1.0769
C 0.2912 3.3985 -2.1600
H -0.7251 3.1132 -2.4678
H 0.1465 3.8109 -1.1686
C 0.8142 4.5838 -2.9825
H 0.0232 5.3335 -3.1113
H 1.6467 5.1246 -2.5245
H 1.1413 4.2646 -3.9715
C -0.8819 -2.4209 -0.8358
C -1.5104 -1.5397 -1.7452
C -0.5458 -1.1362 -2.7029
C 0.6839 -1.7579 -2.3726
C 0.4700 -2.5703 -1.2292
C 1.4689 -3.4525 -0.5796
C 1.9465 -1.6415 -3.1445
C -0.7902 -0.2979 -3.9061
C -2.9540 -1.1861 -1.7424
C -1.5456 -3.1065 0.3026
Tl 1.0598 1.0389 -0.5203
H 2.8025 -1.9890 -2.5554
H 1.8999 -2.2593 -4.0571
H 2.1410 -0.6064 -3.4616
H 2.4820 -3.2108 -0.9184
H 1.4356 -3.3505 0.5133
H 1.2862 -4.5136 -0.8160
H -2.3482 -2.4798 0.7163
H -1.9970 -4.0649 -0.0029
H -0.8286 -3.3234 1.1040
H -3.1434 -0.2939 -2.3490
H -3.5583 -2.0078 -2.1595
H -3.3123 -1.0044 -0.7209
H -0.0176 0.4682 -4.0521
H -0.7908 -0.9397 -4.8020
H -1.7666 0.1982 -3.8539
C 2.2799 1.5120 2.8832
P 0.9655 0.4392 2.1570
C 1.5670 -1.2300 2.4267
C -0.4721 0.6512 3.1944
C -1.2765 -0.4179 3.5763
C -2.3802 -0.2232 4.4296
C -2.6517 1.0727 4.9098
C -1.8297 2.1428 4.5493
C -0.7410 1.9512 3.7095
H 3.2066 1.3073 2.3316
H 2.3363 1.2021 3.9281
H 1.9793 2.5539 2.6956
H 1.9386 -1.2419 3.4665
H 0.7735 -1.9864 2.3155
H 2.3887 -1.4977 1.7450
H -1.0716 -1.4353 3.2177
H -3.0085 -1.0547 4.7104
H -3.5139 1.2349 5.5757
H -2.0418 3.1549 4.9325
H -0.0984 2.7806 3.4375
*
```

ΔE to the lowest compared entry with this formula, charge and spin = 5.892 eV
HOMO level (alpha / beta) = -13.0 / -13.1 eV

# 7
ORCA calculation (ωB97M-V with the def2-TZVPD basis set) on C21H35AgAsN4O3S3Si2 as an isolated structure.

The geometry in ORCA input format:
```
! wB97M-V def2-TZVPD RIJCOSX def2/J DEFGRID3
* xyz -1 1
Ag -0.4865 -0.5488 0.6675
N 0.0210 0.2356 4.7904
C -0.8845 -0.7716 4.5891
N -1.2661 -1.1793 3.4276
C -2.1845 -2.1981 3.5147
C -2.5311 -2.5568 4.7765
S -1.6721 -1.5956 5.9242
C -2.6943 -2.8055 2.2749
C -3.6641 -3.7464 2.2331
S -4.0002 -4.1955 0.6013
C -2.7806 -3.0427 0.0610
N -2.2062 -2.3920 1.0411
N -2.4633 -2.9498 -1.2354
H 0.6260 0.3802 3.9907
H 0.4896 0.2501 5.6776
H -3.2075 -3.3318 5.1033
H -4.1941 -4.2068 3.0516
H -3.1003 -3.3150 -1.9165
H -1.7808 -2.2305 -1.5268
O -0.6829 1.1889 -1.8344
C -0.5593 0.1079 -2.4309
O -0.5045 -1.0613 -1.9244
C -0.4936 0.1444 -3.9473
C -1.3840 -0.6064 -4.7082
C -1.2808 -0.6326 -6.0923
C -0.2711 0.0798 -6.7291
C 0.6161 0.8355 -5.9735
C 0.4959 0.8779 -4.5900
H -2.1627 -1.1710 -4.2070
H -1.9843 -1.2133 -6.6789
H -0.1726 0.0422 -7.8078
H 1.4021 1.3976 -6.4640
H 1.1771 1.4768 -3.9983
C 5.0497 -0.1396 0.4805
Si 3.3217 -0.7496 -0.0084
C 3.0567 -0.2864 -1.8102
C 3.3953 -2.6360 0.0320
As 1.8198 -0.1032 1.6236
Si 1.9461 2.1966 1.3407
C 2.6219 2.9103 -0.2702
C 0.2594 3.0234 1.5510
C 3.0403 2.9149 2.7231
H 5.8324 -0.5525 -0.1686
H 5.2587 -0.4374 1.5131
H 5.1105 0.9543 0.4365
H 3.8695 -0.6737 -2.4349
H 3.0017 0.7970 -1.9465
H 2.1127 -0.7169 -2.1602
H 4.2655 -3.0243 -0.5077
H 2.4894 -3.0481 -0.4259
H 3.4371 -2.9906 1.0660
H 1.9575 2.6271 -1.0947
H 3.6268 2.5434 -0.4993
H 2.6565 4.0042 -0.2190
H -0.2763 2.9465 0.5988
H 0.3423 4.0824 1.8196
H -0.3376 2.5152 2.3183
H 4.1008 2.7545 2.4948
H 2.8344 2.4049 3.6698
H 2.8766 3.9901 2.8655
C -2.9101 2.3699 -0.0003
S -2.8447 0.5849 0.2314
C -3.7701 0.6024 1.7870
O -3.7701 -0.0037 -0.7752
H -3.9516 2.6380 -0.1839
H -2.2786 2.6022 -0.8560
H -2.5237 2.8516 0.8987
H -3.1388 1.0326 2.5683
H -4.0122 -0.4302 2.0375
H -4.6853 1.1797 1.6449
*
```

ΔE to the lowest compared entry with this formula, charge and spin = 0.000 eV
HOMO level = -4.0 eV

Q: Which formula does entry 7 have?
A: C21H35AgAsN4O3S3Si2